91
Properties=species:S:1:pos:R:3:forces:R:3:mulliken_charge:R:1 method="wB97M-V/def2-TZVPD" charge=+1 homo_ev=-9.6 e_tot_ha=-2554.6987 homo_lumo_gap_ev=5.0
C 3.231746 0.199572 1.560564 0.189 0.085 0.059 -1.046
N 2.179049 0.735244 0.685168 0.331 -0.122 -0.365 0.099
C 2.754182 1.855590 -0.112408 -0.522 -0.032 0.445 -1.242
C 1.760304 -0.232792 -0.254925 0.766 -1.105 -0.721 0.189
O 2.454897 -1.029332 -0.843935 -0.698 0.775 0.991 -0.557
C 0.270269 -0.232003 -0.591531 0.691 0.468 0.323 -0.472
S -0.784326 0.074754 0.845388 -0.599 -0.493 0.213 -0.031
P -1.923486 1.939929 0.396626 -1.911 0.671 -0.189 0.373
N -3.292443 1.491507 -0.140026 0.419 0.384 -0.163 -0.574
H 2.823186 -0.406357 2.350269 -0.326 -0.314 0.248 0.308
H 3.976461 -0.375603 1.027544 0.155 -0.162 -0.302 0.383
H 3.731567 1.033109 2.017310 0.179 0.416 0.281 0.410
H 2.886962 2.692154 0.552874 0.175 0.333 0.203 0.503
H 3.697255 1.572066 -0.557159 0.315 -0.117 -0.194 0.391
H 2.061948 2.144968 -0.889814 -0.207 0.117 -0.338 0.370
H 0.008897 -1.176113 -1.028140 -0.258 -0.524 -0.013 0.513
H 0.100774 0.523524 -1.346001 -0.240 0.434 -0.145 0.487
H 0.008177 0.396251 1.893454 0.535 0.182 -0.483 0.311
H -1.969077 2.667283 1.602103 0.784 -0.079 0.087 0.096
H -1.165384 2.623229 -0.563787 0.647 -0.413 0.236 0.142
H -4.062695 1.788070 0.444741 -0.328 -0.427 0.057 0.271
N -2.635477 4.979707 3.297097 0.005 -0.145 -0.059 0.005
C -3.392336 5.055957 4.436730 0.054 -0.042 -0.013 -0.492
C -2.538321 5.223125 5.490844 0.036 -0.012 0.010 -0.426
C -1.214766 5.251421 4.970651 -0.006 -0.026 0.042 -0.457
C -1.304777 5.102776 3.614741 -0.040 -0.114 -0.062 -0.518
H -3.003594 4.866250 2.373250 -0.097 0.214 -0.069 0.230
H -4.465220 4.986717 4.397676 -0.020 0.021 0.012 0.384
H -2.827533 5.319195 6.522772 0.001 0.014 0.025 0.400
H -0.303699 5.375192 5.530228 0.014 0.016 0.018 0.415
H -0.544345 5.080711 2.852181 0.025 0.077 -0.003 0.485
N 3.101419 -1.832623 -6.223280 0.003 0.032 0.051 0.029
C 2.309044 -1.886980 -5.111168 -0.002 0.012 -0.018 -0.784
C 3.104013 -1.655457 -4.018525 -0.040 0.057 -0.016 0.013
C 4.427964 -1.451186 -4.496410 -0.010 0.033 0.043 -0.637
C 4.391576 -1.566822 -5.859136 -0.017 -0.009 -0.046 -0.423
H 2.785791 -1.971810 -7.164292 -0.012 -0.016 -0.054 0.185
H 1.254838 -2.088788 -5.192795 -0.009 -0.029 0.005 0.351
H 2.779324 -1.634598 -2.992261 0.033 -0.077 -0.075 0.520
H 5.305481 -1.247517 -3.906840 0.021 -0.012 0.009 0.388
H 5.170018 -1.485254 -6.597021 0.029 -0.006 -0.002 0.383
N -2.641144 -3.002211 -0.547398 -0.100 -0.063 -0.083 0.143
C -3.923793 -2.521519 -0.602389 0.068 0.082 0.049 -0.705
C -4.717914 -3.525302 -1.078466 0.030 -0.103 0.003 0.128
C -3.884902 -4.655433 -1.317742 -0.099 -0.029 -0.017 -0.740
C -2.609416 -4.303591 -0.980250 0.039 0.082 0.034 -0.660
H -1.847265 -2.480871 -0.239107 0.070 -0.049 0.118 0.114
H -4.156349 -1.513707 -0.301931 -0.018 0.012 -0.031 0.431
H -5.778639 -3.458316 -1.238586 -0.034 0.022 -0.027 0.310
H -4.191322 -5.616164 -1.696775 0.006 -0.003 -0.052 0.592
H -1.689351 -4.860591 -1.008646 0.003 -0.024 -0.005 0.405
N 4.297003 5.414972 0.576550 -0.067 -0.089 0.037 0.013
C 5.562356 4.891145 0.590749 -0.029 -0.046 -0.020 -0.650
C 6.119750 5.182656 1.805852 0.023 -0.027 0.019 0.026
C 5.154482 5.910417 2.554233 0.007 -0.031 0.021 -0.783
C 4.041030 6.037175 1.770463 -0.021 -0.051 -0.026 -0.522
H 3.657331 5.357978 -0.191698 0.014 0.106 -0.104 0.202
H 5.952637 4.358770 -0.259891 0.030 0.025 -0.022 0.424
H 7.109010 4.903965 2.127634 0.003 -0.018 0.043 0.456
H 5.267565 6.295702 3.552700 0.015 0.017 0.016 0.407
H 3.094310 6.513251 1.957347 0.005 0.060 0.004 0.432
N -5.716115 -6.896591 0.724054 -0.017 -0.022 0.027 0.127
C -6.641833 -7.277641 1.657143 0.007 0.037 -0.044 -0.511
C -6.424677 -8.596555 1.949288 0.008 -0.018 0.013 -0.442
C -5.322291 -9.028476 1.163138 0.004 -0.017 0.018 -0.609
C -4.906621 -7.957256 0.420213 -0.016 0.054 -0.023 -0.196
H -5.638835 -5.980376 0.324562 0.073 0.067 0.020 0.187
H -7.371944 -6.581171 2.030890 -0.025 -0.003 0.013 0.358
H -6.991421 -9.187317 2.648078 -0.010 -0.015 0.013 0.389
H -4.885862 -10.012283 1.146733 0.005 -0.022 0.001 0.387
H -4.108087 -7.859367 -0.294416 0.019 -0.019 -0.011 0.325
N 9.685137 3.576650 0.881249 -0.026 -0.024 0.031 0.011
C 9.385643 2.319043 0.431322 -0.032 0.049 0.001 -0.397
C 10.370065 1.473665 0.865049 0.005 -0.018 0.021 -0.448
C 11.299490 2.251986 1.607461 -0.002 -0.025 0.006 -0.418
C 10.849005 3.543671 1.599709 -0.028 0.018 -0.015 -0.462
H 9.138122 4.397763 0.706923 0.003 0.068 -0.033 0.212
H 8.503192 2.135726 -0.156785 0.000 -0.016 -0.030 0.363
H 10.421323 0.415874 0.671801 0.010 -0.020 -0.005 0.387
H 12.195648 1.902183 2.089955 0.019 -0.010 0.008 0.393
H 11.254040 4.437333 2.040870 0.026 0.010 0.004 0.366
N -8.481125 -2.636970 -2.132303 -0.043 0.083 -0.013 0.078
C -7.996999 -1.755901 -3.061832 0.044 -0.032 0.040 -0.345
C -9.048026 -1.003799 -3.510157 -0.024 0.022 0.012 -0.490
C -10.211472 -1.448375 -2.823777 0.003 0.033 -0.013 -0.400
C -9.829261 -2.455601 -1.981155 0.038 -0.012 0.007 -0.490
H -7.935527 -3.316052 -1.641001 -0.006 -0.103 0.028 0.125
H -6.952714 -1.742547 -3.322810 0.011 -0.007 -0.028 0.363
H -8.992303 -0.223416 -4.249537 -0.006 0.011 -0.020 0.385
H -11.213186 -1.071876 -2.938509 -0.021 0.007 -0.007 0.391
H -10.396410 -3.055717 -1.291565 -0.026 -0.013 -0.002 0.361